No. 1
DFT (ωB97M-V with the def2-TZVPD basis set) results for a molecular structure, C42H99BF6N10O21S2 at a distorted geometry.

```
181
Properties=species:S:1:pos:R:3:forces:R:3:lowdin_charge:R:1
C 2.1655 -1.0385 -0.3838 0.4 -0.9 1.5 -0.37
H 6.2069 -4.8917 -0.2892 0.2 0.1 -0.1 0.12
O 1.8879 -0.9644 2.0283 -0.2 -0.1 0.1 0.14
H -6.9244 3.0571 -3.1026 -0.3 -0.1 -0.1 0.13
C -1.1691 6.1500 1.5917 0.1 -1.0 -1.0 -0.23
H -2.9776 0.6368 -7.9527 0.0 -0.1 -0.1 0.08
N 3.0056 3.0414 -3.2896 -0.5 -0.9 -0.3 0.06
H -3.3482 -6.8259 -3.3025 -0.1 0.4 0.1 0.13
C 3.8342 2.0464 1.3468 -0.3 1.8 0.0 -0.19
O 1.3565 -0.7151 -1.3335 -0.2 0.4 -1.6 0.25
C -2.3092 -6.6770 -3.5968 0.9 -1.8 -1.3 -0.41
C -4.4621 0.4887 -6.4090 0.2 0.4 0.9 -0.40
H 0.1212 7.6005 0.6554 -0.5 0.2 0.3 0.13
H -2.5440 -2.5373 0.3734 0.1 0.2 0.4 0.08
C -2.3333 -3.5453 0.7371 -0.8 -1.0 0.1 -0.12
N -5.0312 1.8536 -6.3341 -0.3 -0.5 -0.6 0.04
H -9.1680 1.3137 -0.8362 0.3 0.3 0.3 0.08
O -1.9865 2.6304 5.0448 -0.2 -0.6 -0.1 -0.33
O 5.1025 -5.3020 1.9444 0.3 0.2 0.2 -0.19
H -5.3249 -0.1490 -6.1856 0.3 -0.4 0.1 0.12
H 4.6025 1.3064 -4.8324 -0.2 0.1 -0.2 0.12
H -3.8885 -0.9024 -8.0180 0.3 -0.1 0.4 0.08
H 4.1806 -2.9562 -1.2087 0.4 -0.1 0.0 0.03
O -2.1421 -3.6769 2.1465 1.3 1.0 -1.6 -0.16
H -4.6577 0.5311 -8.5513 0.1 0.2 0.0 0.07
H -6.0188 1.4943 -2.7442 -0.1 0.1 -0.8 0.12
H -2.5877 2.7891 -5.8449 -0.1 0.2 -0.2 0.06
C 3.9210 -2.7056 4.2438 0.2 -1.2 0.1 -0.09
C 6.4493 -2.7180 -0.0856 0.4 -0.5 0.6 -0.06
H 3.4514 1.0240 1.3198 0.0 0.0 0.1 0.10
H -1.7232 -8.7335 -3.0338 0.1 0.1 -0.7 0.07
H 1.6805 1.3058 -4.9664 0.4 -0.2 -0.2 0.08
C -1.8142 2.1576 -5.4205 -0.6 0.5 0.2 -0.09
C 4.8770 -6.5766 1.4167 -0.5 0.2 -0.8 -0.13
H 3.7999 -6.7734 1.3167 0.0 -0.1 0.3 0.09
H -3.7702 0.6979 -4.3648 0.0 -0.3 0.1 0.10
N -4.1103 1.0703 4.8616 1.3 2.1 2.4 -0.28
N 2.4133 3.1589 -0.3615 -0.4 0.6 1.1 0.06
H -3.1801 -2.3353 -3.7789 -0.3 -0.3 0.0 0.06
C -1.8188 -5.2826 -3.2953 -1.2 0.7 -0.7 -0.19
C 5.7487 1.1193 0.5160 0.9 -0.8 0.4 -0.14
H -3.9584 2.8996 -3.2589 0.0 0.1 -0.1 0.03
H -0.3844 7.1472 -1.6599 0.0 -0.2 -0.1 0.07
H 4.1917 2.3546 2.3369 0.2 -0.9 0.3 0.12
H -0.2269 -4.9377 5.0412 0.2 0.4 0.1 0.06
H -1.5816 -2.5594 -3.3746 0.4 -0.6 0.6 0.10
N 4.2147 -0.3062 4.0300 0.2 -0.2 0.5 0.06
H 4.0728 -4.5581 -1.3009 -0.1 0.1 -0.4 0.06
H -3.2809 -0.8162 -5.1971 0.3 0.1 0.2 0.11
H 3.9675 0.5981 4.4204 0.0 0.0 0.0 0.07
C -5.1245 3.6511 5.8024 -0.1 -1.5 -0.8 -0.65
F -5.0914 4.4583 6.8567 0.2 0.1 0.0 0.13
H 1.7650 2.4143 -0.6082 0.0 0.0 0.1 0.05
C -0.9891 6.6561 -0.9016 -1.1 -0.3 0.5 -0.06
O 3.2834 -1.4944 -0.4247 -0.5 0.5 -0.5 0.12
H 5.2618 -6.6582 0.3911 0.2 -0.2 0.1 0.08
H -6.2116 3.9437 -0.0275 -0.6 0.3 -0.2 0.07
H 5.8605 0.7717 1.5521 -0.3 0.0 0.1 0.08
H 1.8241 3.9995 -0.2978 -0.1 -0.4 -1.1 0.03
N -0.8110 -4.6003 4.2875 -0.2 -0.7 -0.8 0.04
C 3.7101 -1.3694 4.9005 -0.9 -0.5 0.8 -0.43
C -5.2451 3.1899 -1.7408 -0.4 1.5 0.7 -0.43
C -2.0382 0.0544 -1.6936 1.6 0.5 0.0 -0.32
H -1.4861 -3.9399 0.1652 0.2 0.1 0.1 0.08
H -1.5435 -6.4565 -5.5334 -0.3 0.4 0.1 0.06
H 3.6289 -4.3588 0.8304 0.1 -0.5 -0.5 0.12
H -1.0295 4.0930 3.3473 -0.6 0.1 -0.2 0.06
F -6.3806 3.6104 5.3322 0.0 0.3 0.2 0.10
H -4.4484 2.5407 -5.8988 0.3 0.2 0.1 0.03
C 4.4099 0.9986 -3.7942 0.1 1.8 -0.6 -0.19
C 1.4136 -0.8233 0.9427 -0.5 1.1 -0.4 -0.35
F -1.1323 1.3181 2.3678 -0.5 0.4 0.7 0.11
H -0.0644 -3.3071 1.8439 -0.2 -0.1 -0.5 0.12
H 6.3487 -0.2927 -2.5917 -0.4 0.3 0.7 0.07
H -2.0447 5.5135 3.8570 0.0 -0.2 0.4 0.09
H 3.4130 -2.7573 3.2800 0.5 0.2 -0.1 0.04
S -4.6376 1.8415 6.2687 -0.9 -0.8 -1.6 0.63
H 0.9703 1.3318 -3.4203 0.0 -0.2 0.2 0.06
C -6.4282 2.4314 -2.3594 1.0 -0.5 1.1 -0.18
O -5.9400 1.2634 6.5259 0.8 0.4 0.3 -0.33
H -1.6863 2.5064 -4.3898 -0.1 -0.5 0.2 0.08
H -8.4841 0.6269 -2.2925 0.5 -0.2 0.2 0.08
C 4.2153 -1.3953 6.3667 -0.8 -0.1 -1.3 -0.18
C -0.2859 6.6036 0.4409 0.8 0.2 -0.1 -0.42
H -1.6387 -7.6281 -1.7858 0.3 0.3 0.0 0.08
C -2.3721 1.1468 2.8627 -0.1 -0.7 0.0 -0.64
C 2.7187 3.0768 1.0941 0.2 -0.9 -1.3 -0.39
H 5.9075 -1.8723 0.3395 -0.2 -0.2 0.1 0.06
B 0.0901 -0.1713 -0.8061 -0.7 -0.2 0.0 -0.90
H -0.8730 -5.0949 -3.8104 0.5 -0.3 0.6 0.13
H -4.7912 2.5386 -0.9875 0.2 -0.4 -0.3 0.13
H 7.3747 1.1964 -2.4146 -0.1 0.0 0.2 0.08
H -8.9853 2.2604 -2.3558 -0.3 0.1 0.3 0.08
F -4.3688 4.1286 4.8146 0.2 0.3 0.3 0.11
H 4.2230 -3.3312 8.3079 0.2 0.1 0.4 0.09
H -0.5359 -5.1333 3.4645 -0.2 -0.3 0.2 0.07
N -2.2013 -7.0526 -5.0396 -0.1 0.9 -0.6 0.02
C -5.7345 4.3904 -0.9041 0.2 -0.8 0.8 -0.06
H 0.9083 -1.6608 4.2763 -0.2 0.0 -0.8 0.08
H -3.4560 3.9573 -2.2156 0.0 0.2 0.0 0.04
H -1.0954 -1.8876 2.3272 0.2 0.1 -0.4 0.11
H -1.7998 -5.1653 -2.2095 0.5 0.1 0.1 0.12
O -2.1153 0.7885 -5.5829 1.3 -0.3 -0.4 -0.17
H -4.9048 4.9206 -0.4279 0.3 0.1 -0.5 0.07
H -2.9610 -3.0189 -2.2197 0.6 -0.1 0.2 0.09
H 1.1991 -3.0252 5.1919 -0.3 -0.5 -0.1 0.08
H 3.6539 -0.4056 3.1877 0.2 0.2 -0.1 0.04
H 4.4408 -0.0908 -3.8636 0.0 -0.1 0.8 0.12
H 1.5174 -3.1589 3.4459 0.0 0.2 0.2 0.06
C -3.9501 0.1660 -7.8003 -0.1 0.0 -0.3 -0.07
N 4.7491 -3.7971 -1.3248 -0.4 -0.9 -0.4 0.02
H 1.2936 3.0785 2.9108 0.8 -0.2 0.2 0.08
C -0.9238 -2.9568 2.4266 -0.7 -0.8 2.5 -0.18
H 1.8345 -0.1321 -3.8987 0.0 0.0 -0.1 0.08
H -0.8915 2.4177 -5.9365 0.1 -0.5 -0.2 0.09
O 5.4605 1.6143 -3.0255 -0.2 -1.7 0.5 -0.18
C 5.5961 -3.9974 -0.1424 -0.9 1.0 -0.4 -0.40
O -3.6702 2.0113 7.3242 -0.3 -0.2 -0.4 -0.32
H 3.0289 1.1635 -2.2635 0.2 0.7 0.3 0.12
O -0.1406 1.2583 -1.1173 1.6 -0.4 0.4 0.21
H -1.3012 5.6493 -1.1891 0.5 -0.1 -0.3 0.07
O -0.3675 5.9545 2.7241 -0.5 0.4 0.5 -0.20
H 4.3025 -1.5768 8.7950 0.3 -0.3 0.1 0.08
C -3.3748 0.2655 -5.2907 -1.6 0.6 -0.6 -0.19
C 0.8366 -2.7467 4.1960 0.0 0.0 0.4 -0.08
H -0.3829 5.0810 4.5598 -0.4 0.5 0.3 0.09
N -4.2913 3.7072 -2.7332 -0.4 -0.9 -0.3 0.05
C 1.4455 2.7459 1.8787 -0.9 0.3 0.1 -0.05
H 1.6333 6.4010 0.0742 0.3 -0.5 -0.4 0.08
H 4.3385 -0.3551 6.6766 0.4 0.0 0.4 0.12
C 6.5581 0.7210 -2.9500 0.0 0.2 -1.4 -0.13
H -1.6066 5.1786 1.3099 0.0 -0.1 -0.1 0.13
H -1.9560 7.1651 -0.8125 0.2 0.4 0.0 0.07
H 4.9699 -3.0157 4.2041 0.2 0.5 -0.5 0.09
H 3.0310 3.3619 -4.2599 0.3 -0.3 -0.1 0.07
H 4.6389 -3.3597 1.7251 0.4 0.0 -0.1 0.10
H -0.3782 -7.5253 -3.0304 0.0 -0.1 -0.1 0.08
O -1.7155 0.1560 5.2193 -0.5 0.9 -0.3 -0.31
H -2.0334 6.8161 1.7120 0.2 0.3 0.4 0.13
O -1.0983 -0.8808 -1.3578 -1.0 1.2 -0.2 0.19
H 2.6233 -1.2846 5.0347 0.2 0.2 0.0 0.11
F -2.7283 -0.1070 2.5234 -0.2 0.2 0.1 0.11
H 3.4862 -3.5410 4.8036 -0.3 0.4 0.3 0.08
H -1.1966 -2.5077 4.4881 -0.5 -0.6 0.2 0.13
O -3.1241 -0.0806 -2.1627 -0.1 -0.7 0.3 0.15
C 1.8541 0.9577 -3.9420 -0.4 0.1 -0.5 -0.06
C -0.5852 -3.2195 3.9215 0.4 1.7 0.2 -0.42
O -7.2736 2.0291 -1.2775 0.1 0.3 0.2 -0.19
O 4.9043 2.2315 0.4245 -0.1 -0.4 0.3 -0.16
O -1.8109 2.5315 -1.8227 0.0 -0.3 0.1 0.12
H 7.3563 -2.8843 0.5009 0.0 0.2 0.1 0.07
S -2.4772 1.2988 4.7508 0.0 -0.8 -0.8 0.61
H 5.3406 -7.3326 2.0465 0.0 0.1 0.1 0.08
O 3.1893 -2.0239 7.1383 0.0 0.3 0.1 -0.19
H 6.7854 1.3032 0.2173 -0.2 0.7 -0.3 0.08
H -1.8131 -7.9720 -5.2039 -0.2 -0.2 0.5 0.05
C -1.0412 5.1281 3.6941 1.2 -0.2 -0.7 -0.07
C 4.6898 -4.2420 1.0829 0.2 0.5 1.1 -0.19
H 6.8605 0.5286 -3.9928 0.5 0.1 0.0 0.08
H 2.8718 -2.4872 9.1425 -0.3 -0.2 -0.4 0.08
H 0.5936 3.2418 1.4039 0.1 0.0 -0.3 0.06
C -2.5526 -3.0466 -3.2338 -0.9 1.3 -0.6 -0.12
H 5.1152 -2.0109 6.4178 0.4 0.3 0.2 0.12
C 3.6740 -2.3892 8.4106 0.1 0.4 -0.2 -0.12
H 6.7407 -2.4195 -1.0916 0.1 -0.2 -0.1 0.06
H -3.1831 -4.1862 0.4870 -0.1 0.1 0.0 0.08
H -6.3675 5.1004 -1.4328 -0.1 -0.1 -0.1 0.07
H 2.0075 3.1164 -3.0936 0.1 0.9 0.5 0.05
C -8.5112 1.5378 -1.6740 -0.5 0.0 -1.3 -0.14
H 5.4293 0.2554 -0.0801 -0.4 0.2 0.0 0.06
H 1.1819 1.6875 1.8237 0.3 0.0 0.1 0.06
H 3.1158 4.0789 1.2765 0.1 -0.1 0.6 0.13
O -2.7127 -4.2992 -3.8333 0.1 -0.9 0.0 -0.18
F -3.1907 1.9967 2.2341 0.2 0.0 0.2 0.12
C -1.3411 1.4644 -1.5247 -1.2 -0.1 -0.6 -0.39
N 0.9169 5.7222 0.3246 -0.2 1.0 0.5 0.04
H -5.2323 2.1374 -7.2849 -0.1 0.4 0.2 0.05
C -1.4421 -7.6926 -2.8660 -0.5 0.1 1.9 -0.09
C 3.0845 1.5617 -3.2808 0.2 -0.8 -0.2 -0.42
O 0.2087 -0.3123 0.6311 0.9 -0.9 0.9 0.21
H 1.1864 5.4991 1.2834 -0.2 -0.2 0.0 0.06
```
Forces are in eV/Å.

Properties
- frontier orbital gap (eV) = 8.03
- charge = -2
- lowest unoccupied orbital energy (eV) = 3.378

---

No. 2
DFT (ωB97M-V with the def2-TZVPD basis set) results for a single C7H10N2 molecule at a distorted geometry.

```
19
Properties=species:S:1:pos:R:3:forces:R:3:lowdin_spin:R:1
C 0.6303 -1.4941 1.4713 1.3 -0.5 0.7 0.08
H 1.2791 -1.3852 2.4155 -0.3 -0.8 -1.5 0.00
N -2.1250 -3.7455 2.9665 0.6 0.6 -0.2 0.37
H 0.5949 -1.2531 -1.6639 -0.9 1.2 -0.2 0.00
C 0.5101 -0.0608 0.9777 -2.5 -1.6 1.3 0.01
H 0.3398 0.4395 1.9584 -0.6 0.8 -1.3 0.00
H -0.7962 -0.1524 -2.1979 -0.9 -0.8 -1.3 0.00
H 1.3846 0.2398 0.5428 2.6 1.0 -0.7 0.00
C -1.3794 -2.9673 2.4740 -1.4 -1.7 1.0 0.10
H -0.5409 2.1400 -0.3369 -1.3 -0.9 0.3 0.01
H -1.7929 1.4965 0.8048 -0.6 0.3 2.6 0.00
C -0.6155 -2.1257 1.8383 -0.3 3.1 -3.4 0.45
H 1.0521 -2.0639 0.6075 0.3 -0.1 1.0 0.03
C -1.2993 1.3269 -0.0763 2.7 0.1 -2.7 0.05
C 0.0679 -0.2479 -1.5975 -1.1 -2.9 1.7 0.04
C -0.5672 -0.0575 -0.2005 0.8 1.5 2.5 0.09
N -1.6140 -0.9323 0.0459 0.5 -2.1 1.7 0.76
H 0.6629 0.4878 -1.9872 2.0 2.1 -0.1 0.00
H -2.0853 1.1976 -0.7644 -0.9 0.8 -1.4 0.00
```
Forces are in eV/Å.

Properties
- frontier orbital gap (alpha / beta) (eV) = 7.46 / 7.22
- lowest unoccupied orbital energy (alpha / beta) (eV) = -1.492 / -1.292
- 2S+1 = 3